Molecular formula: C23H44BrN6O12
Method: DFT, ωB97M-V/def2-TZVPD

```
86
Properties=species:S:1:pos:R:3:forces:R:3
C -2.401 1.062 -2.293 -0.220 -0.134 1.020
C -2.342 1.037 -0.704 -1.064 -0.877 -0.872
C -3.671 0.317 -0.199 0.856 0.508 0.424
C -3.639 0.126 1.376 -0.021 -0.693 -0.906
C -2.778 -1.149 1.779 -0.470 0.483 -0.101
C -2.054 -0.981 3.166 -0.395 0.021 0.247
C -0.609 -1.597 3.220 -0.255 -0.114 -0.229
C 0.262 -1.047 2.044 0.708 -0.051 -0.399
C 0.781 -1.978 1.074 -0.474 1.416 1.001
N 1.527 -1.558 -0.020 -0.626 0.781 1.408
C 2.008 -2.622 -0.935 0.843 -0.143 -1.118
C 1.219 -2.721 -2.307 -0.293 -0.013 0.493
C -0.212 -2.047 -2.302 0.631 -0.629 -0.683
Br -1.446 -3.326 -3.215 0.319 0.812 0.447
C 1.804 -0.227 -0.223 -0.056 1.596 0.342
C 2.619 0.284 -1.458 -0.487 -0.248 0.274
C 4.101 0.690 -1.088 -0.288 -0.093 -1.127
C 1.342 0.785 0.720 -0.979 -2.174 1.242
C 0.562 0.381 1.883 0.209 -0.843 -2.152
C 0.061 1.451 2.907 0.399 -0.104 0.600
O 0.505 1.398 4.023 -0.366 -0.214 -0.509
O -0.817 2.446 2.571 1.378 -1.252 -0.989
H -1.584 1.684 -2.735 -0.726 -0.506 0.210
H -3.421 1.444 -2.564 1.180 -0.253 0.012
H -2.335 0.000 -2.646 0.016 0.959 0.100
H -2.273 2.073 -0.282 0.054 -0.834 -0.255
H -1.492 0.379 -0.383 -0.345 0.822 -0.058
H -3.711 -0.659 -0.747 -0.179 0.631 0.598
H -4.558 0.921 -0.507 0.690 -0.431 0.202
H -4.686 -0.034 1.730 0.865 0.436 -0.039
H -3.198 1.065 1.807 -0.546 -0.865 -0.131
H -3.457 -2.044 1.835 0.664 0.825 -0.160
H -2.090 -1.338 0.915 -0.199 0.058 0.883
H -2.699 -1.496 3.932 0.816 0.492 -0.572
H -2.049 0.101 3.484 0.114 -1.001 -0.428
H -0.730 -2.714 3.150 0.353 1.075 -0.357
H -0.115 -1.419 4.215 -0.410 0.152 -1.016
H 0.576 -3.084 1.203 0.352 1.450 -0.344
H 1.995 -3.592 -0.383 -0.124 0.932 -0.352
H 3.073 -2.377 -1.187 -0.901 -0.353 0.466
H 1.835 -2.242 -3.111 -0.590 -0.593 0.626
H 1.108 -3.815 -2.530 0.221 1.115 0.115
H -0.638 -1.863 -1.291 0.289 -0.062 -0.867
H -0.169 -1.132 -2.943 -0.393 -0.692 0.815
H 2.590 -0.488 -2.271 0.188 0.763 0.779
H 2.081 1.177 -1.881 0.361 -0.846 0.626
H 4.740 -0.218 -1.200 -0.303 0.777 0.553
H 4.443 1.406 -1.884 -0.249 -0.642 0.832
H 4.194 1.198 -0.101 -0.053 -0.616 -0.748
H 1.567 1.867 0.609 0.055 -1.036 -0.348
H -0.774 2.541 1.598 -0.590 0.002 0.316
C 1.082 -4.883 4.258 -0.148 0.125 0.378
N 1.052 -5.480 2.905 0.033 -0.141 0.094
O 0.201 -5.064 2.125 0.264 -0.006 -0.141
O 1.871 -6.334 2.660 -0.289 0.234 -0.155
H 0.298 -4.136 4.325 0.024 -0.120 -0.033
H 0.919 -5.677 4.984 0.108 -0.026 -0.099
H 2.062 -4.430 4.382 -0.022 -0.168 0.054
C -4.958 4.008 -4.739 0.051 0.356 0.228
N -5.161 2.770 -3.943 -0.171 0.182 -0.086
O -5.156 2.873 -2.726 -0.004 -0.176 -0.171
O -5.318 1.738 -4.561 0.083 0.124 0.296
H -4.833 4.845 -4.058 -0.077 -0.145 0.052
H -4.066 3.867 -5.345 -0.347 -0.075 0.145
H -5.839 4.146 -5.362 0.097 -0.121 -0.057
C 3.516 2.416 3.773 -0.028 0.032 0.287
N 4.709 2.132 2.939 0.189 0.016 0.078
O 5.696 1.683 3.485 -0.221 0.039 -0.248
O 4.608 2.368 1.746 0.034 -0.077 0.191
H 3.738 2.158 4.805 0.044 0.017 -0.099
H 3.292 3.477 3.682 -0.037 -0.080 -0.092
H 2.703 1.808 3.390 0.048 0.100 0.019
C -2.192 4.412 -8.779 0.125 0.199 -0.188
N -2.692 4.270 -7.385 0.092 0.059 -0.184
O -2.476 5.185 -6.613 -0.105 -0.300 -0.005
O -3.287 3.241 -7.115 0.361 0.218 -0.187
H -1.687 5.369 -8.872 -0.070 -0.059 0.113
H -1.502 3.591 -8.964 -0.157 -0.041 -0.007
H -3.052 4.362 -9.442 0.051 -0.139 0.052
C 4.785 -1.253 4.582 0.115 0.356 -0.200
N 4.116 -2.563 4.756 0.170 0.131 0.202
O 3.526 -3.009 3.786 -0.079 -0.136 -0.002
O 4.197 -3.091 5.843 -0.165 -0.011 -0.377
H 4.620 -0.922 3.561 0.029 -0.089 0.072
H 4.338 -0.560 5.291 0.129 -0.093 0.080
H 5.847 -1.385 4.777 -0.088 0.022 0.119
```
Forces are in eV/Å.

The value obtained for the HOMO-LUMO gap is 8.3991 eV. The value obtained for the HOMO energy is -12.6102 eV. As for the net charge: +1. For the molar mass, the calculation gives 676.54 g/mol. Its lowest unoccupied orbital energy is -4.21 eV.